No. 1
53
Properties=species:S:1:pos:R:3:forces:R:3:nbo_charge:R:1 method="wB97M-V/def2-TZVPD" total_energy_ev=-65936.289 smiles="O=C(CCN1C(=O)/C(=C/c2ccccc2Cl)SC1=S)NCCCN1CCOCC1" fmax_ha_per_bohr=0.022 orbital_gap_ev=7.507 lumo_energy_ev=-0.9 e_above_lowest_kcal_mol=0.00
O 1.432 -0.516 1.740 -0.21 0.05 0.30 -0.654
C 2.121 -0.732 0.757 0.77 0.02 -0.15 0.683
N 2.018 -1.842 0.016 -0.06 -0.34 -0.07 -0.641
H 2.395 -1.890 -0.930 0.11 0.18 0.11 0.434
C 0.933 -2.775 0.256 -0.10 -0.09 0.26 -0.214
H -0.009 -2.217 0.322 0.03 -0.07 0.02 0.200
H 1.093 -3.264 1.222 -0.12 0.03 -0.08 0.206
C 0.862 -3.800 -0.868 -0.06 0.32 -0.06 -0.413
C 0.696 -3.126 -2.232 -0.07 -0.24 0.14 -0.223
N 1.942 -2.512 -2.683 0.04 0.00 -0.30 -0.471
C 2.838 -3.465 -3.321 0.33 0.12 -0.06 -0.251
C 4.153 -2.767 -3.666 -0.09 -0.35 0.11 -0.072
O 3.943 -1.668 -4.519 0.04 0.00 -0.15 -0.520
C 3.060 -0.745 -3.927 -0.37 0.09 0.00 -0.072
C 1.716 -1.391 -3.586 0.28 0.21 -0.09 -0.261
H 1.068 -0.668 -3.088 0.00 0.01 -0.03 0.233
H 1.231 -1.720 -4.520 -0.01 0.01 0.03 0.175
H 2.927 0.061 -4.650 -0.02 0.01 0.10 0.200
H 3.516 -0.339 -3.010 -0.05 0.01 -0.04 0.154
H 4.822 -3.445 -4.197 -0.02 0.00 0.10 0.198
H 4.640 -2.431 -2.736 -0.02 -0.05 -0.06 0.161
H 3.036 -4.294 -2.639 0.01 -0.03 -0.04 0.206
H 2.392 -3.870 -4.246 0.00 -0.01 0.07 0.174
H 0.327 -3.854 -2.971 0.00 0.10 -0.03 0.180
H -0.049 -2.333 -2.136 -0.04 -0.01 -0.04 0.218
H 0.009 -4.456 -0.688 0.03 -0.06 0.03 0.221
H 1.765 -4.413 -0.860 0.01 -0.13 -0.01 0.200
C 3.155 0.284 0.273 -0.34 0.06 0.13 -0.505
C 2.436 1.356 -0.562 0.34 -0.12 -0.25 -0.218
N 1.207 1.748 0.092 0.12 0.13 -0.17 -0.472
C 1.188 2.612 1.140 -0.02 0.29 0.14 -0.069
S 2.441 3.529 1.630 -0.09 0.06 0.19 -0.055
S -0.407 2.641 1.877 0.23 0.07 0.04 0.397
C -1.007 1.418 0.785 -0.90 -0.14 0.38 -0.287
C -2.202 0.794 0.744 1.03 0.10 -0.49 -0.144
C -3.368 0.959 1.570 -0.50 0.03 0.33 -0.050
C -3.498 1.993 2.506 0.03 -0.18 -0.15 -0.175
C -4.631 2.127 3.280 -0.08 0.04 0.09 -0.214
C -5.678 1.229 3.144 0.11 0.02 -0.05 -0.180
C -5.584 0.197 2.227 -0.02 -0.01 -0.01 -0.233
C -4.448 0.065 1.449 0.10 0.31 0.23 -0.016
Cl -4.388 -1.250 0.330 -0.05 -0.22 -0.16 0.015
H -6.392 -0.509 2.111 -0.04 -0.07 -0.03 0.230
H -6.566 1.329 3.749 -0.08 0.01 0.05 0.221
H -4.700 2.935 3.992 0.00 0.07 0.06 0.221
H -2.695 2.704 2.614 -0.06 0.09 0.06 0.212
H -2.275 0.041 -0.033 0.10 0.07 0.00 0.249
C 0.052 1.040 -0.160 -0.33 -0.31 -0.52 0.691
O -0.056 0.239 -1.065 0.04 0.01 0.07 -0.602
H 3.066 2.241 -0.682 -0.12 -0.13 -0.02 0.241
H 2.152 0.958 -1.539 0.05 0.10 0.11 0.227
H 3.933 -0.189 -0.322 0.05 0.00 -0.05 0.220
H 3.601 0.755 1.150 -0.02 -0.09 -0.05 0.247

No. 2
63
Properties=species:S:1:pos:R:3:forces:R:3:nbo_charge:R:1 method="wB97M-V/def2-TZVPD" charge=-1 total_energy_ev=-357658.354 fmax_ha_per_bohr=0.010 orbital_gap_ev="5.820 / 5.318" lumo_energy_ev="2.2 / 1.6" multiplicity=4 e_above_lowest_kcal_mol=10.15
Co 1.454 -1.077 -0.256 -0.15 -0.29 -0.25 0.816
N 0.402 1.257 1.710 0.30 0.02 0.12 -0.575
C 0.328 -0.024 2.265 -0.22 0.07 -0.11 0.394
C 0.169 -0.108 3.652 -0.05 -0.06 -0.04 -0.294
C 0.014 -1.353 4.219 -0.01 -0.04 0.05 -0.152
C 0.004 -2.479 3.404 -0.03 0.02 -0.03 -0.290
C 0.177 -2.302 2.049 -0.04 0.10 -0.13 0.090
N 0.362 -1.096 1.484 0.29 -0.02 0.16 -0.527
C 0.841 1.719 0.478 -0.22 0.03 -0.04 0.399
C 1.121 3.092 0.377 -0.04 -0.07 -0.08 -0.286
C 1.525 3.598 -0.833 0.02 0.08 -0.06 -0.152
C 1.636 2.747 -1.931 -0.03 -0.03 0.04 -0.297
C 1.333 1.419 -1.745 -0.04 -0.05 0.08 0.079
N 0.947 0.899 -0.565 0.22 0.07 0.07 -0.538
H 0.380 1.981 2.409 -0.01 -0.04 -0.04 0.390
H 0.167 0.790 4.256 0.00 0.02 0.01 0.204
H -0.105 -1.444 5.290 0.00 -0.01 0.02 0.210
H -0.133 -3.473 3.801 -0.02 -0.03 0.03 0.225
H 0.148 -3.130 1.349 0.05 -0.03 0.07 0.238
H 1.023 3.729 1.245 0.01 0.02 0.03 0.207
H 1.757 4.652 -0.927 0.00 0.00 -0.01 0.213
H 1.955 3.099 -2.901 0.00 0.03 -0.02 0.223
H 1.391 0.702 -2.555 0.06 0.01 0.01 0.221
Se 0.272 -2.727 -1.700 -0.24 0.12 0.02 -0.137
Se -1.808 -3.296 -0.949 0.17 0.09 -0.11 -0.559
Se 0.293 -6.065 -0.190 0.03 -0.03 0.03 -0.246
Se 1.714 -4.582 -0.982 -0.01 -0.01 0.05 0.088
F 6.798 -1.769 -1.105 -0.02 -0.02 0.01 -0.336
C 5.527 -2.173 -1.331 0.06 0.04 0.04 0.961
F 5.497 -3.494 -1.119 -0.03 0.02 0.00 -0.318
F 5.279 -1.973 -2.627 0.02 0.00 0.02 -0.313
C 4.466 -1.426 -0.450 0.29 0.04 0.09 0.037
O 3.259 -1.690 -0.914 -0.45 -0.08 -0.17 -0.903
C 4.767 0.111 -0.521 -0.11 0.02 -0.01 0.949
F 4.747 0.528 -1.794 0.02 0.04 -0.01 -0.320
F 5.944 0.495 0.004 -0.03 0.04 0.04 -0.325
F 3.808 0.803 0.129 0.14 0.01 -0.03 -0.330
C 4.595 -1.891 1.036 0.10 0.02 0.06 0.950
F 3.730 -1.209 1.811 0.01 0.04 0.04 -0.327
F 4.298 -3.181 1.173 -0.03 -0.04 -0.01 -0.306
F 5.821 -1.702 1.565 0.05 -0.04 0.00 -0.332
C -3.900 2.194 1.736 -0.02 -0.01 0.04 -0.618
C -3.566 2.168 0.248 0.02 0.07 -0.09 -0.785
Sb -2.607 0.291 -0.306 0.08 -0.13 0.24 1.059
C -2.179 0.859 -2.342 0.04 0.00 -0.05 -0.758
C -3.305 1.505 -3.138 -0.05 0.00 -0.02 -0.616
C -4.426 -0.817 -0.694 -0.03 -0.06 0.00 -0.761
C -5.734 -0.043 -0.778 -0.05 0.02 -0.02 -0.618
H -4.351 3.139 2.051 -0.01 0.03 -0.01 0.192
H -3.008 2.035 2.345 0.03 -0.01 0.01 0.197
H -4.602 1.399 1.999 -0.02 -0.02 0.01 0.198
H -2.858 2.964 0.001 0.02 0.02 0.00 0.204
H -4.459 2.337 -0.352 -0.05 0.03 -0.03 0.205
H -1.842 -0.059 -2.829 0.04 -0.03 0.01 0.231
H -1.311 1.520 -2.285 -0.04 0.03 -0.02 0.206
H -4.130 0.807 -3.293 -0.01 -0.02 0.02 0.201
H -2.963 1.822 -4.127 0.00 0.00 -0.02 0.196
H -3.711 2.385 -2.636 0.01 0.01 0.02 0.196
H -4.475 -1.568 0.097 0.01 -0.01 0.00 0.221
H -4.224 -1.373 -1.611 -0.03 0.02 -0.02 0.233
H -5.929 0.528 0.132 0.00 0.01 0.04 0.193
H -6.582 -0.718 -0.920 -0.01 -0.02 -0.02 0.198
H -5.742 0.667 -1.606 0.02 0.01 -0.01 0.197

No. 3
69
Properties=species:S:1:pos:R:3:forces:R:3:nbo_charge:R:1 method="wB97M-V/def2-TZVPD" charge=+1 total_energy_ev=-85731.494 fmax_ha_per_bohr=0.039 orbital_gap_ev=8.262 lumo_energy_ev=-4.0 e_above_lowest_kcal_mol=4.13
Mg 3.689 0.640 1.448 -1.38 0.93 -0.21 1.813
C 0.031 2.433 0.547 0.65 -1.85 0.35 0.735
F 0.216 2.570 -0.750 0.20 0.38 -0.83 -0.312
F 0.848 3.241 1.200 0.71 0.60 0.36 -0.329
F -1.189 2.748 0.860 -1.14 0.14 0.15 -0.288
S 0.376 0.627 1.004 -1.52 -1.19 0.12 2.343
O -0.279 -0.153 -0.031 0.59 0.84 0.58 -0.958
O 1.838 0.454 0.977 0.06 0.43 -0.34 -1.146
O -0.168 0.478 2.339 0.40 0.44 -0.26 -0.980
C -2.568 0.620 -2.067 0.09 -0.68 -0.13 -0.150
C -3.536 -0.523 -2.341 0.74 0.28 -0.04 0.433
O -4.375 0.072 -3.305 -0.13 -0.54 0.24 -0.489
C -4.357 1.423 -3.128 0.19 0.11 0.07 0.976
O -4.977 2.197 -3.772 0.01 -0.10 0.43 -0.538
O -3.483 1.714 -2.116 0.18 0.59 -0.36 -0.515
F -4.258 -0.818 -1.203 -0.03 0.02 -0.19 -0.354
H -1.826 0.687 -2.870 -0.29 0.06 -0.17 0.208
H -1.986 0.542 -1.155 -0.63 0.17 0.33 0.232
H -3.081 -1.443 -2.704 -0.23 0.12 -0.20 0.192
C -2.379 -1.811 2.361 1.09 -0.38 0.75 -0.131
C -2.485 -1.604 3.863 -0.12 0.13 -0.29 0.435
O -2.360 -2.888 4.405 0.19 0.21 0.16 -0.490
C -2.616 -3.811 3.434 -0.23 0.06 -0.02 0.974
O -2.800 -4.968 3.611 0.25 -0.01 0.11 -0.558
O -2.626 -3.212 2.237 -0.90 0.06 -0.71 -0.498
F -3.726 -1.125 4.206 0.15 0.10 -0.01 -0.343
H -1.340 -1.706 2.054 -0.12 0.53 -0.13 0.212
H -3.041 -1.138 1.825 -0.24 -0.46 -0.30 0.234
H -1.725 -0.916 4.228 -0.10 -0.16 0.35 0.164
C -0.734 -4.726 0.343 0.01 -0.26 -0.04 -0.143
C -0.666 -4.379 -1.159 -0.34 -0.27 1.83 0.443
O 0.448 -3.529 -1.206 0.77 -0.12 -1.25 -0.502
C 0.851 -3.145 0.013 0.12 -0.05 1.05 1.000
O 1.776 -2.426 0.268 -0.20 -0.24 -0.56 -0.626
O 0.095 -3.723 0.942 -0.37 0.04 0.45 -0.482
F -1.739 -3.653 -1.550 -0.21 -0.11 -0.19 -0.324
H -0.297 -5.692 0.603 0.13 -0.03 -0.39 0.202
H -1.737 -4.732 0.760 -0.02 0.46 -0.12 0.254
H -0.579 -5.297 -1.735 0.26 0.42 -0.64 0.180
C 5.456 -1.569 -2.180 -0.50 -0.35 -0.95 -0.759
C 4.824 -0.830 -1.115 0.21 -0.24 -0.04 0.524
N 4.299 -0.241 -0.289 0.61 -0.33 0.39 -0.584
H 5.945 -2.489 -1.869 0.18 0.24 0.42 0.293
H 6.116 -0.936 -2.769 0.16 0.04 0.22 0.288
H 4.665 -1.903 -2.862 -0.02 0.14 0.07 0.288
C 1.859 -1.127 -2.546 0.11 0.76 -1.71 -0.729
C 0.575 -1.243 -3.235 -0.03 -0.07 0.25 0.305
N -0.415 -1.327 -3.806 -0.11 -0.01 0.03 -0.340
H 2.524 -0.711 -3.317 0.09 -0.10 0.03 0.232
H 2.231 -2.115 -2.306 -0.09 0.14 0.69 0.258
H 1.810 -0.344 -1.795 -0.08 -0.60 0.62 0.268
C 3.136 4.788 -0.601 0.59 0.35 0.66 -0.743
C 3.510 3.523 -0.001 -0.21 -0.64 -0.39 0.502
N 3.772 2.505 0.456 0.30 0.44 0.24 -0.575
H 2.741 5.380 0.229 -0.18 0.18 -0.27 0.282
H 2.424 4.705 -1.415 -0.09 -0.25 0.05 0.292
H 4.055 5.265 -0.945 -0.12 0.07 -0.11 0.281
C 1.622 1.248 5.544 -0.43 -0.10 0.22 -0.751
C 2.357 1.323 4.303 0.10 0.09 0.03 0.519
N 2.940 1.418 3.322 0.70 -0.56 -0.10 -0.584
H 1.575 2.235 6.002 -0.02 0.01 -0.04 0.285
H 2.072 0.550 6.248 0.24 0.02 -0.14 0.285
H 0.614 0.888 5.333 -0.02 0.13 -0.09 0.293
C -2.418 4.825 -1.694 0.03 0.00 0.57 -0.725
C -2.157 4.357 -3.041 -0.05 0.02 -0.02 0.293
N -1.933 3.979 -4.099 0.16 -0.07 -0.16 -0.329
H -2.731 3.994 -1.063 -0.08 -0.06 -0.14 0.265
H -3.197 5.583 -1.665 0.01 0.01 -0.16 0.263
H -1.508 5.239 -1.256 -0.02 0.08 -0.10 0.232

No. 4
55
Properties=species:S:1:pos:R:3:forces:R:3:nbo_charge:R:1 method="wB97M-V/def2-TZVPD" total_energy_ev=-54468.237 fmax_ha_per_bohr=0.037 orbital_gap_ev=6.740 lumo_energy_ev=-2.5
C 4.225 4.442 1.608 1.88 0.31 0.20 -0.170
C 3.093 4.273 1.331 -1.67 -0.09 -0.37 -0.036
C 1.672 4.082 1.101 0.18 -0.43 0.31 -0.510
C 1.309 2.613 1.069 -0.05 -0.28 -0.18 0.226
N 2.274 1.786 0.759 -0.06 0.05 -0.02 -0.151
N 1.938 0.516 0.664 0.24 -0.35 -0.14 -0.244
C 0.754 -0.040 0.837 -0.66 0.47 0.26 0.325
C 0.649 -1.502 0.611 0.09 -0.17 -0.57 -0.495
C 0.917 -1.923 -0.830 0.41 -0.23 -0.55 -0.071
C 1.806 -2.987 -1.001 0.14 -0.18 -0.27 -0.210
C 2.131 -3.483 -2.260 -0.18 0.21 -0.21 -0.208
C 1.587 -2.904 -3.396 -0.37 0.63 0.44 -0.145
C 0.706 -1.835 -3.240 0.38 -0.24 0.50 -0.143
C 0.350 -1.346 -1.980 0.02 0.11 -0.26 -0.031
C -0.661 -0.226 -1.960 0.20 -0.20 -0.08 -0.635
C -0.312 0.810 1.225 0.56 0.08 -0.17 0.116
C -1.656 0.228 1.514 0.23 -0.51 0.79 -0.516
C -1.754 -0.461 2.913 0.13 0.60 0.04 0.225
C -0.621 -0.226 3.886 -0.31 -0.25 0.20 -0.651
F -1.876 -1.825 2.728 -0.05 -0.28 -0.14 -0.357
C -0.011 2.154 1.326 -0.52 0.36 0.11 0.020
C -1.070 3.181 1.656 0.42 -0.01 -0.15 -0.473
C -1.066 3.699 3.093 -0.85 0.63 -0.14 -0.049
O -2.217 4.521 3.319 0.22 -0.36 -0.15 -0.700
H 5.259 4.603 1.773 0.16 0.01 0.13 0.242
H 1.354 4.560 0.177 -0.08 0.04 -0.16 0.264
H 1.148 4.554 1.922 -0.20 0.19 -0.01 0.248
H 2.697 -0.104 0.395 0.09 0.14 -0.13 0.436
H -0.308 -1.861 0.960 -0.16 -0.13 0.16 0.261
H 1.436 -1.979 1.192 -0.09 -0.12 0.33 0.250
H 2.246 -3.476 -0.139 -0.03 0.07 0.13 0.199
H 2.793 -4.326 -2.379 0.11 -0.11 0.20 0.220
H 1.797 -3.254 -4.392 0.07 -0.20 -0.05 0.242
H 0.262 -1.379 -4.109 -0.12 -0.07 -0.15 0.235
H -0.943 0.020 -2.976 -0.08 -0.04 -0.20 0.248
H -0.263 0.694 -1.538 -0.03 0.16 0.29 0.179
H -1.577 -0.528 -1.462 -0.15 0.06 0.25 0.217
H -2.439 0.966 1.454 -0.13 0.19 -0.15 0.238
H -1.888 -0.562 0.816 -0.14 -0.04 -0.40 0.272
H -2.670 -0.111 3.384 -0.21 -0.14 -0.02 0.179
H -0.543 0.826 4.132 0.23 0.23 -0.07 0.211
H -0.872 -0.740 4.809 -0.02 -0.09 0.13 0.244
H 0.327 -0.634 3.550 0.16 0.12 -0.19 0.210
H -2.055 2.797 1.441 -0.24 -0.19 0.00 0.232
H -0.934 4.022 0.975 0.04 0.18 0.00 0.227
H -0.196 4.317 3.292 0.33 -0.21 0.19 0.171
H -1.141 2.891 3.809 0.22 -0.20 0.14 0.181
H -2.544 4.818 2.465 -0.10 0.20 0.04 0.466
F -0.420 -4.676 -4.286 -0.28 -0.11 0.72 -0.605
P -1.883 -4.246 -4.940 -0.22 -0.29 -0.13 2.604
F -1.831 -3.038 -3.791 -0.32 0.63 -0.39 -0.614
F -2.817 -4.127 -6.288 -0.33 0.56 0.46 -0.588
F -3.300 -4.528 -4.148 0.41 -0.45 0.37 -0.591
F -1.898 -5.862 -5.243 0.28 0.23 -0.67 -0.589
F -0.966 -3.185 -5.829 0.45 -0.47 -0.24 -0.605